Record 1
{"formula": "C27H41NP2Re", "method": "ωB97M-V/def2-TZVPD", "species": ["P", "P", "C", "C", "H", "H", "H", "H", "C", "H", "H", "H", "C", "H", "H", "H", "C", "H", "H", "H", "C", "H", "H", "H", "Re", "C", "C", "C", "C", "C", "C", "C", "C", "C", "H", "H", "H", "H", "H", "H", "H", "H", "H", "H", "H", "H", "H", "H", "H", "C", "C", "C", "C", "C", "C", "N", "C", "C", "C", "C", "C", "C", "H", "H", "H", "H", "H", "H", "H", "H", "H", "H"], "positions_angstrom": [[0.76, -1.36, -2.98], [-0.78, 1.09, -1.44], [0.43, -0.09, -4.47], [0.97, 1.22, -4.01], [-0.65, -0.13, -4.66], [0.98, -0.50, -5.32], [2.04, 1.33, -4.22], [0.32, 2.10, -4.08], [-1.80, 2.26, -2.49], [-2.05, 3.13, -1.86], [-2.72, 1.77, -2.84], [-1.22, 2.63, -3.36], [1.49, 2.90, -1.84], [0.97, 3.45, -2.64], [2.58, 3.01, -1.94], [1.18, 3.27, -0.85], [-0.80, -2.37, -3.41], [-0.83, -3.34, -2.90], [-0.77, -2.58, -4.49], [-1.74, -1.83, -3.22], [1.81, -2.60, -3.94], [2.81, -2.18, -4.09], [1.35, -2.87, -4.90], [1.89, -3.51, -3.31], [1.27, 0.81, -2.07], [1.89, -1.61, -1.55], [-2.07, 0.43, -0.37], [-2.64, -0.89, -0.74], [-1.66, -2.09, -0.52], [-1.18, -2.42, 0.86], [0.05, -2.87, 1.18], [1.11, -3.39, 0.21], [2.16, -2.44, -0.36], [2.03, 0.75, -0.10], [2.81, -1.05, -1.87], [-1.67, 0.40, 0.64], [-2.89, -0.78, -1.81], [-3.62, -1.00, -0.26], [-2.13, -3.01, -0.91], [-0.77, -1.92, -1.16], [-1.94, -2.27, 1.62], [0.41, -2.76, 2.21], [0.62, -3.91, -0.61], [1.69, -4.14, 0.80], [2.56, -1.81, 0.43], [3.04, -3.05, -0.68], [2.11, 1.76, 0.27], [2.99, 0.23, -0.16], [1.29, 0.15, 0.45], [0.07, 5.00, 3.04], [0.42, 4.43, 1.81], [0.09, 3.11, 1.57], [-0.42, 2.27, 2.60], [-0.79, 2.89, 3.82], [-0.55, 4.24, 4.03], [-0.52, 0.95, 2.34], [-0.67, 0.01, 3.33], [0.44, -0.32, 4.15], [0.26, -1.15, 5.26], [-1.00, -1.73, 5.51], [-2.06, -1.51, 4.61], [-1.89, -0.70, 3.51], [0.28, 6.05, 3.23], [0.94, 5.02, 1.05], [0.22, 2.64, 0.60], [-1.26, 2.26, 4.57], [-0.85, 4.68, 4.99], [1.39, 0.14, 3.91], [1.10, -1.33, 5.92], [-1.14, -2.34, 6.39], [-3.03, -2.00, 4.78], [-2.69, -0.55, 2.76]], "spin_multiplicity": 4, "total_charge": 2, "homo_ev": [-12.6129, -12.6942]}

---

Record 2
{"formula": "C4H9N2", "method": "ωB97M-V/def2-TZVPD", "species": ["C", "C", "C", "C", "N", "N", "H", "H", "H", "H", "H", "H", "H", "H", "H"], "positions_angstrom": [[0.65, 1.55, -1.68], [1.07, 0.39, -2.44], [-0.51, -1.42, 0.55], [-0.67, 0.68, 1.66], [0.51, 0.47, -1.05], [-0.81, -0.11, 0.52], [0.62, 2.67, -1.61], [0.44, -0.01, -3.10], [2.05, 0.03, -2.53], [0.30, -1.59, 1.24], [-1.13, -1.98, 1.33], [-0.52, -1.89, -0.32], [-1.63, 0.80, 2.00], [0.09, 0.35, 2.45], [-0.26, 1.57, 1.46]], "relative_energy_kcal_mol": 87.7, "spin_multiplicity": 3, "total_charge": 1, "homo_ev": [-14.0071, -15.1858]}

---

Record 3
{"formula": "C39H47Cl5N2O2P2Ru", "method": "ωB97M-V/def2-TZVPD", "species": ["Ru", "C", "C", "C", "P", "C", "C", "C", "C", "C", "C", "C", "C", "C", "C", "N", "C", "C", "C", "C", "C", "C", "C", "P", "C", "C", "C", "C", "C", "C", "H", "H", "H", "H", "H", "H", "H", "H", "H", "H", "H", "H", "H", "H", "H", "H", "H", "H", "H", "H", "H", "H", "H", "H", "H", "H", "H", "H", "H", "H", "H", "H", "H", "H", "H", "H", "H", "H", "H", "H", "O", "C", "O", "C", "C", "C", "C", "C", "N", "H", "H", "H", "H", "Cl", "C", "C", "C", "Cl", "C", "Cl", "C", "Cl", "C", "Cl", "C", "H", "H", "H"], "positions_angstrom": [[0.44, -0.76, -1.36], [-4.99, -0.84, -0.83], [-3.62, -0.87, -1.49], [-3.32, 0.46, -2.18], [-2.08, -1.22, -0.46], [-2.47, -2.86, 0.37], [-1.57, -2.99, 1.59], [-2.21, -4.01, -0.59], [-2.35, -0.04, 0.91], [-3.44, -0.12, 1.76], [-3.67, 0.82, 2.75], [-4.92, 0.76, 3.59], [-2.75, 1.85, 2.90], [-1.62, 1.92, 2.12], [-1.37, 0.97, 1.10], [-0.24, 0.92, 0.39], [0.82, 1.74, 0.69], [0.84, 3.13, 0.54], [1.96, 3.85, 0.89], [3.09, 3.21, 1.40], [4.30, 3.97, 1.84], [3.08, 1.83, 1.52], [1.97, 1.09, 1.18], [1.66, -0.71, 1.26], [0.82, -0.65, 2.99], [1.27, 0.52, 3.88], [0.89, -1.94, 3.80], [3.28, -1.65, 1.47], [4.32, -1.19, 2.50], [2.96, -3.14, 1.69], [-5.74, -0.72, -1.61], [-5.08, 0.00, -0.14], [-5.19, -1.77, -0.30], [-3.64, -1.67, -2.23], [-3.34, 1.28, -1.46], [-4.03, 0.67, -2.98], [-2.31, 0.43, -2.61], [-3.53, -2.88, 0.68], [-0.54, -2.76, 1.29], [-1.60, -4.01, 1.98], [-1.86, -2.30, 2.38], [-1.19, -3.94, -0.96], [-2.88, -4.00, -1.44], [-2.33, -4.96, -0.07], [-4.13, -0.95, 1.67], [-5.28, -0.26, 3.68], [-5.70, 1.37, 3.14], [-4.73, 1.16, 4.59], [-2.91, 2.60, 3.67], [-0.90, 2.71, 2.29], [-0.04, 3.62, 0.13], [1.96, 4.93, 0.75], [4.17, 5.05, 1.70], [5.17, 3.65, 1.27], [4.50, 3.78, 2.89], [3.98, 1.35, 1.88], [-0.23, -0.47, 2.74], [2.35, 0.52, 4.02], [0.79, 0.43, 4.85], [0.99, 1.48, 3.45], [1.88, -2.06, 4.24], [0.66, -2.81, 3.19], [0.16, -1.89, 4.61], [3.71, -1.53, 0.47], [3.88, -0.99, 3.47], [4.85, -0.31, 2.15], [5.05, -1.99, 2.62], [3.01, -3.39, 2.75], [3.68, -3.76, 1.15], [1.97, -3.38, 1.32], [4.22, 1.42, -1.26], [3.06, 1.01, -1.37], [2.66, -0.13, -0.97], [2.03, 1.89, -2.01], [2.37, 3.21, -2.32], [1.47, 4.00, -3.00], [0.26, 3.42, -3.40], [0.00, 2.11, -3.05], [0.84, 1.35, -2.34], [3.34, 3.55, -2.02], [1.70, 5.02, -3.26], [-0.46, 3.96, -3.99], [-0.92, 1.65, -3.38], [-1.84, -2.67, -3.50], [-0.95, -1.43, -4.29], [0.28, -1.08, -3.73], [1.10, -0.35, -4.59], [2.75, -0.13, -4.16], [0.66, 0.16, -5.81], [1.70, 1.10, -6.81], [-0.65, -0.09, -6.24], [-1.23, 0.53, -7.74], [-1.44, -0.94, -5.49], [-3.01, -1.41, -6.07], [1.22, -2.87, -1.62], [2.26, -2.72, -1.94], [0.70, -3.45, -2.37], [1.21, -3.40, -0.67]], "spin_multiplicity": 2, "total_charge": -1, "homo_ev": [-4.0015, -3.9811]}

---

Record 4
{"formula": "C7H13BrNS", "method": "ωB97M-V/def2-TZVPD", "species": ["C", "C", "C", "C", "C", "C", "C", "N", "S", "Br", "H", "H", "H", "H", "H", "H", "H", "H", "H", "H", "H", "H", "H"], "positions_angstrom": [[-0.41, 1.65, 0.45], [-1.47, -0.65, 0.40], [0.75, -0.45, 1.54], [-0.28, 1.36, -1.12], [-0.88, -0.92, -1.04], [-0.60, 0.28, 1.14], [1.68, -0.59, 0.33], [0.16, 0.04, -1.31], [1.99, -2.23, -0.09], [3.02, 0.81, -0.01], [0.50, 2.21, 0.80], [-1.28, 2.28, 0.77], [-2.39, -0.09, 0.25], [-1.95, -1.58, 0.93], [1.19, 0.08, 2.35], [0.45, -1.44, 1.90], [-1.27, 1.47, -1.64], [0.37, 2.22, -1.45], [-0.56, -1.97, -1.13], [-1.59, -0.69, -1.72], [-0.91, 0.51, 2.15], [0.47, -0.12, -2.40], [3.01, -2.19, -1.10]], "relative_energy_kcal_mol": 20.4, "total_charge": 1, "homo_ev": [-13.5196, -13.5194]}

---

Record 5
{"formula": "C2H6NO3", "method": "ωB97M-V/def2-TZVPD", "species": ["C", "C", "N", "O", "O", "O", "H", "H", "H", "H", "H", "H"], "positions_angstrom": [[1.46, -0.13, 0.36], [-1.24, -0.15, -0.33], [-1.27, 1.06, 0.17], [0.65, -0.48, -0.52], [2.69, 0.13, 0.18], [-1.46, -1.26, 0.43], [0.98, 0.01, 1.42], [-1.37, -0.18, -1.37], [-1.13, 1.45, 1.06], [-1.06, 1.69, -0.57], [3.01, -0.04, -0.73], [-1.27, -2.10, -0.10]], "relative_energy_kcal_mol": 21.9, "total_charge": 1, "homo_ev": -15.9521}

---

Record 6
{"formula": "C6H5NO4", "method": "ωB97M-V/def2-TZVPD", "species": ["O", "N", "C", "O", "C", "C", "C", "C", "C", "O", "O", "H", "H", "H", "H", "H"], "positions_angstrom": [[2.46, 3.19, -0.58], [1.64, 2.36, -0.95], [1.29, 1.12, -0.85], [0.73, 0.40, -1.60], [1.15, 0.99, 0.71], [0.10, 0.51, 1.28], [-1.12, 0.37, 0.41], [-1.54, -0.72, -0.15], [-0.76, -2.00, -0.19], [0.19, -2.13, 0.53], [-1.21, -2.90, -1.04], [2.05, 1.42, 1.18], [0.08, 0.46, 2.38], [-1.83, 1.31, 0.49], [-2.57, -0.67, -0.54], [-0.66, -3.71, -1.09]], "relative_energy_kcal_mol": 110.3, "smiles": "O=NC(=O)/C=C\\C=C/C(=O)O", "homo_ev": [-9.4022, -9.3630]}